[1]
{"formula": "CH2N2O4P", "method": "the ωB97M-V functional and the def2-TZVPD basis", "species": ["C", "N", "N", "O", "O", "O", "O", "P", "H", "H"], "xyz": [[0.58681, -1.54825, 0.13108], [0.07701, 0.00190, 0.30365], [0.92558, 0.96183, 0.19527], [0.27754, -1.92106, -0.94496], [0.96328, -1.92682, 1.21516], [2.02009, 0.96467, 0.63974], [0.40854, 2.03547, -0.25101], [-1.34807, 0.79258, -0.87678], [-1.97422, 1.19333, 0.35435], [-1.93656, -0.55364, -0.76651]], "forces_ev_per_angstrom": [[-0.650, 1.253, 3.031], [-2.328, 0.417, -2.810], [-1.971, 1.892, 0.678], [-0.096, -1.329, -2.844], [0.831, -0.789, 0.112], [3.198, -0.679, 0.724], [0.271, 0.951, -0.527], [1.118, -2.637, 2.440], [-0.142, 0.155, -0.654], [-0.231, 0.767, -0.150]], "e_homo_ev": -5.3, "relative_energy_kj_mol": 185.7, "gap_ev": 9.3, "molar_mass_g_mol": 137.011, "total_charge": -1, "e_tot_ev": -21525.92683}

=====

[2]
{"formula": "CH2N2OS", "method": "the ωB97M-V functional and the def2-TZVPD basis", "species": ["O", "N", "S", "H", "C", "N", "H"], "xyz": [[-1.67411, 1.36315, 0.88246], [-1.98545, 0.18737, 0.56081], [-3.20826, -0.38088, -0.28646], [-1.30176, -0.59485, 0.74704], [1.28433, -0.79696, -0.61166], [0.20511, -0.71013, -0.25109], [2.28154, -0.90688, -0.92182]], "forces_ev_per_angstrom": [[-0.669, -2.316, -0.506], [0.840, 1.119, 0.834], [-0.858, 0.242, -0.296], [-0.416, 1.401, 0.351], [-0.507, -0.020, 0.210], [0.939, -0.429, -0.325], [0.670, 0.003, -0.269]], "e_homo_ev": -9.2, "relative_energy_kj_mol": 163.9, "gap_ev": 8.6, "molar_mass_g_mol": 90.107, "smiles": "[O-][NH+]=S.C#N", "e_tot_ev": -16928.61750}

=====

[3]
{"formula": "CH2N2OS", "method": "the ωB97M-V functional and the def2-TZVPD basis", "species": ["O", "N", "S", "H", "C", "N", "H"], "xyz": [[1.55179, -0.86345, 0.13879], [0.46363, -1.42935, 0.03273], [-0.09168, -2.61749, 0.99048], [-0.29325, -0.88469, -0.38703], [-1.53462, 1.27835, -0.06792], [-1.76846, 0.17575, 0.05482], [-1.35029, 2.30646, -0.22726]], "forces_ev_per_angstrom": [[-0.142, -0.327, -0.890], [0.257, 0.422, 2.480], [0.234, -0.370, -0.589], [-0.046, -0.156, -0.933], [0.036, 1.041, -0.201], [-0.463, -1.057, 0.099], [0.124, 0.448, 0.034]], "e_homo_ev": [-9.3, -9.3], "relative_energy_kj_mol": 161.8, "gap_ev": [8.4, 8.3], "molar_mass_g_mol": 90.107, "smiles": "[O-][NH+]=S.C#N", "e_tot_ev": -16928.63926}

=====

[4]
{"formula": "CH2N2OS2", "method": "the ωB97M-V functional and the def2-TZVPD basis", "species": ["C", "N", "N", "O", "S", "S", "H", "H"], "xyz": [[0.19335, -0.64074, -0.75572], [-0.03540, 0.55302, -1.15450], [0.02209, -1.05427, 0.47544], [0.29769, 2.69930, 0.23165], [-0.64775, 0.07571, 1.57101], [-0.68353, 1.69421, -0.08348], [0.65958, -1.48217, -1.37086], [0.19395, -1.84507, 1.08645]], "forces_ev_per_angstrom": [[1.752, -2.377, -1.343], [-0.659, 0.862, 0.017], [-1.086, 0.691, 3.089], [0.372, 0.273, -0.060], [-0.629, 1.243, -0.309], [0.266, -1.628, 0.092], [-0.701, 1.598, 0.134], [0.686, -0.662, -1.619]], "e_homo_ev": -8.9, "relative_energy_kj_mol": 51.4, "gap_ev": 8.8, "molar_mass_g_mol": 122.174, "e_tot_ev": -27765.75561}

=====

[5]
{"formula": "CH2N2OS2", "method": "the ωB97M-V functional and the def2-TZVPD basis", "species": ["C", "N", "N", "O", "S", "S", "H", "H"], "xyz": [[-0.51803, -0.11801, -1.36894], [0.43005, -0.91537, -1.15744], [1.33180, -1.02501, -0.37764], [-0.63467, 0.63725, 3.04800], [1.37417, -0.32242, 1.14680], [-0.24927, 1.04274, 1.73372], [-0.55986, 0.79057, -0.82071], [-1.17418, -0.08974, -2.20378]], "forces_ev_per_angstrom": [[-0.785, 2.019, 0.162], [-1.907, -2.178, -3.819], [2.659, -0.052, 2.395], [-0.951, -0.883, 2.901], [0.101, 0.574, 1.167], [1.151, 0.502, -2.890], [0.141, 1.091, 0.697], [-0.409, -1.074, -0.613]], "e_homo_ev": [-8.2, -9.2], "relative_energy_kj_mol": 172.8, "s2": 2.02, "gap_ev": [8.3, 6.8], "multiplicity": 3, "molar_mass_g_mol": 122.174, "e_tot_ev": -27762.58806}

=====

[6]
{"formula": "CH2N2P2", "method": "the ωB97M-V functional and the def2-TZVPD basis", "species": ["C", "N", "N", "P", "P", "H", "H"], "xyz": [[0.24772, -0.94023, -0.13994], [1.40081, -0.66529, -0.45083], [-0.11463, 1.59648, 0.30880], [1.34961, 1.78089, -0.21076], [-0.80611, 0.14902, 0.79358], [-0.16797, -2.01071, -0.18963], [-1.90942, 0.08983, -0.11123]], "forces_ev_per_angstrom": [[-0.420, -2.203, 0.328], [1.643, 1.979, -0.906], [1.570, 0.983, -0.333], [-1.878, -2.909, 0.474], [-1.583, 0.809, 0.208], [0.615, 1.160, -0.036], [0.052, 0.181, 0.266]], "e_homo_ev": [-8.3, -8.3], "relative_energy_kj_mol": 232.7, "gap_ev": [7.3, 7.3], "molar_mass_g_mol": 103.989, "e_tot_ev": -22624.54582}

=====

Question: Which formula does entry 3 have?
Answer: CH2N2OS

=====

Question: What is the formula in the fourth record?
Answer: CH2N2OS2